21
Properties=species:S:1:pos:R:3:lowdin_charge:R:1 method="wB97M-V/def2-TZVPD" homo_ev=-4.317 multiplicity=1 charge=-1
C -2.06871 0.26775 2.68668 -0.293
C 1.23701 -0.44848 -0.55201 -0.263
C -0.05959 -2.37138 -1.12505 -0.170
C -0.51527 1.86243 -0.50632 -0.170
N -1.97565 -1.00604 2.39773 -0.036
N -1.51246 1.00296 1.75782 0.088
N -1.42437 -1.11380 1.22723 0.021
N 2.13441 0.39194 -0.24134 0.110
N 1.07427 -1.59117 -0.85479 0.066
N -1.16727 0.10562 0.85523 -0.240
N -0.55998 0.44289 -0.29040 -0.073
N 3.07812 0.80510 -1.06022 -0.533
O 3.00192 0.52021 -2.23595 -0.001
O 3.90045 1.53855 -0.63581 0.024
H -2.47587 0.64566 3.64115 0.094
H 0.22534 -3.21766 -1.58853 0.006
H -0.89690 -1.88410 -1.75508 0.099
H -0.62216 -2.71079 -0.14694 0.087
H -0.03955 2.01477 -1.41374 0.038
H -1.47079 2.32341 -0.48540 0.043
H 0.13704 2.42214 0.32574 0.105